No. 1
Below is C30H30HfN4O7S2 as an isolated structure, with properties calculated with the ωB97M-V functional and the def2-TZVPD basis.

Total energy in eV: -74872.5984
Frontier orbital gap in eV: 7.78
Molar mass in g/mol: 801.215
Net charge: 0
LUMO energy in eV: -0.61
HOMO energy in Eh: -0.30838

Cartesian coordinates (Å):
Hf: 0.440 -0.739 0.641
C: 0.673 0.988 4.344
O: 1.620 0.132 4.966
C: 1.993 -1.039 4.365
C: 2.348 -2.048 5.243
C: 2.812 -3.280 4.798
C: 2.890 -3.514 3.448
C: 2.486 -2.532 2.534
C: 2.516 -2.870 1.137
N: 1.968 -2.107 0.254
N: 2.064 -2.408 -1.084
C: 1.469 -1.500 -1.815
O: 0.901 -0.437 -1.293
C: 1.525 -1.740 -3.273
C: 1.669 -3.043 -3.755
C: 1.764 -3.274 -5.116
C: 1.709 -2.213 -6.010
C: 1.568 -0.918 -5.535
C: 1.480 -0.682 -4.173
C: 2.045 -1.251 2.971
O: 1.720 -0.293 2.097
H: 0.278 1.619 5.140
H: -0.143 0.421 3.889
H: 1.144 1.619 3.591
H: 2.249 -1.843 6.301
H: 3.091 -4.042 5.511
H: 3.239 -4.465 3.064
H: 3.013 -3.781 0.811
H: 1.693 -3.856 -3.045
H: 1.885 -4.287 -5.478
H: 1.781 -2.398 -7.074
H: 1.528 -0.087 -6.229
H: 1.394 0.326 -3.787
C: -4.455 0.591 0.161
C: -3.433 0.696 -0.940
C: -2.707 1.870 -1.137
C: -1.738 1.956 -2.128
C: -0.951 3.222 -2.350
C: -1.512 0.853 -2.947
C: -2.213 -0.333 -2.771
C: -1.954 -1.535 -3.635
C: -3.168 -0.396 -1.756
H: -3.979 0.224 1.072
H: -5.237 -0.121 -0.099
H: -4.915 1.557 0.373
H: -2.919 2.739 -0.520
H: 0.121 3.027 -2.261
H: -1.222 3.991 -1.626
H: -1.132 3.617 -3.351
H: -0.792 0.930 -3.753
H: -1.412 -2.288 -3.059
H: -1.360 -1.282 -4.512
H: -2.891 -1.992 -3.957
H: -3.713 -1.321 -1.602
N: -2.187 3.500 3.261
C: -1.132 4.217 2.805
O: -0.943 5.379 3.105
C: -0.172 3.487 1.906
C: 1.073 4.062 1.679
C: 1.997 3.389 0.900
C: 1.654 2.152 0.388
N: 0.455 1.595 0.587
C: -0.442 2.263 1.321
H: -2.830 3.957 3.884
H: -2.315 2.523 3.069
H: 1.276 5.035 2.107
H: 2.969 3.817 0.701
H: 2.342 1.585 -0.228
H: -1.411 1.790 1.393
O: -2.844 -2.221 2.094
S: -1.642 -1.867 1.417
O: -1.508 -0.368 1.128
O: -0.358 -2.080 2.169
S: -1.213 -2.674 -0.324

Mulliken population analysis, charges in e, atoms 1 to 5: atom 1 (Hf): 1.766, atom 2 (C): -0.588, atom 3 (O): -0.516, atom 4 (C): 0.278, atom 5 (C): -0.597


No. 2
Below is C30H30I2N7O4S2Sc as an isolated structure, with properties calculated with the ωB97M-V functional and the def2-TZVPD basis.

Total energy in eV: -108792.5774
Frontier orbital gap in eV: 7.40
Molar mass in g/mol: 915.513
Net charge: 0
LUMO energy in eV: -0.41
HOMO energy in Eh: -0.28703

Cartesian coordinates (Å):
Sc: 0.250 0.145 -0.391
N: 4.797 0.023 0.143
C: 3.518 0.444 -0.063
S: 2.734 -0.040 -1.504
N: 3.054 1.212 0.907
N: 1.734 1.538 0.828
C: 1.375 2.477 1.634
C: 2.328 3.174 2.552
C: 2.953 2.482 3.586
C: 3.815 3.137 4.451
C: 4.066 4.496 4.289
C: 3.466 5.186 3.248
C: 2.603 4.525 2.380
C: -0.058 2.843 1.680
C: -0.520 3.872 2.495
C: -1.866 4.194 2.479
C: -2.717 3.475 1.660
C: -2.175 2.450 0.905
N: -0.889 2.125 0.919
H: 5.285 -0.355 -0.649
H: 5.330 0.515 0.842
H: 2.760 1.425 3.718
H: 4.291 2.588 5.254
H: 4.730 5.011 4.971
H: 3.663 6.242 3.112
H: 2.148 5.061 1.554
H: 0.165 4.406 3.135
H: -2.243 5.002 3.094
H: -3.775 3.695 1.608
H: -2.798 1.847 0.261
I: -3.190 -5.030 4.375
C: -2.532 -3.595 3.005
C: -2.902 -3.691 1.674
C: -2.458 -2.729 0.779
I: -2.884 -2.941 -1.249
C: -1.667 -1.638 1.183
O: -1.321 -0.671 0.353
C: -1.239 -1.627 2.520
C: -0.172 -0.638 2.905
N: 1.013 -0.832 2.041
C: 1.546 -2.189 2.080
C: 1.354 -2.937 0.782
C: 1.627 -4.297 0.736
C: 1.476 -4.976 -0.456
C: 1.070 -4.268 -1.577
C: 0.833 -2.916 -1.448
N: 0.965 -2.255 -0.289
C: -1.672 -2.592 3.417
H: -3.511 -4.513 1.323
H: 0.072 -0.765 3.965
H: -0.518 0.385 2.752
H: 1.735 -0.189 2.338
H: 1.079 -2.771 2.877
H: 2.618 -2.156 2.283
H: 1.957 -4.809 1.632
H: 1.676 -6.039 -0.514
H: 0.924 -4.753 -2.532
H: 0.528 -2.328 -2.303
H: -1.325 -2.558 4.443
O: -0.121 1.791 -1.733
N: -0.263 1.039 -2.729
O: -0.206 -0.184 -2.402
O: -3.367 -0.089 -3.146
S: -3.307 0.776 -1.927
C: -4.107 2.343 -2.421
C: -5.603 2.148 -2.217
C: -5.732 1.461 -0.860
C: -4.739 0.299 -0.879
H: -3.811 2.506 -3.456
H: -3.711 3.144 -1.790
H: -5.995 1.498 -3.001
H: -6.147 3.093 -2.247
H: -6.748 1.113 -0.673
H: -5.471 2.166 -0.064
H: -5.136 -0.591 -1.366
H: -4.362 0.029 0.109

Mulliken population analysis, charges in e, atoms 1 to 5: atom 1 (Sc): -0.182, atom 2 (N): -0.485, atom 3 (C): 0.574, atom 4 (S): -0.535, atom 5 (N): -1.241